Density functional theory data (the ωB97M-V functional and the def2-TZVPD basis) for the molecule C7H14.

Structure (XYZ):
```
21
C7H14 the ωB97M-V functional and the def2-TZVPD basis
C 0.601 1.880 -0.179
C -1.753 -1.153 0.656
C -1.333 0.193 0.100
C 0.054 0.484 -0.424
C 1.810 -0.780 0.925
C 1.105 -0.615 -0.422
C -1.107 0.381 -1.378
H -2.829 -1.157 0.866
H -1.562 -1.971 -0.046
H 1.387 2.124 -0.906
H 2.497 -1.633 0.912
H 0.643 -1.567 -0.712
H -1.806 1.031 0.610
H 1.851 -0.392 -1.199
H 2.394 0.109 1.185
H -1.237 -1.392 1.594
H -1.183 -0.504 -2.006
H -0.187 2.635 -0.278
H -1.460 1.293 -1.853
H 1.083 -0.946 1.728
H 1.032 1.983 0.824
```

Computed properties:
orbital gap: 10.757 eV


Density functional theory data (the ωB97M-V functional and the def2-TZVPD basis) for a cluster of 17 separate species, C65H128Cl2O48 in total at a distorted geometry.

Structure (XYZ):
```
243
C65H128Cl2O48 the ωB97M-V functional and the def2-TZVPD basis
Cl -18.457 -3.753 10.774
Cl -16.266 -1.528 7.640
O -13.064 7.429 7.479
O -18.112 7.908 8.138
O -25.743 7.588 10.873
O -19.534 3.289 9.459
O -21.910 1.039 10.987
O -16.582 7.716 11.960
O -15.664 6.302 15.251
O -20.313 -2.235 15.071
O -16.989 9.535 12.946
O -15.782 2.870 17.104
O -23.159 7.904 14.615
O -14.970 4.515 18.568
O -21.361 -3.891 16.244
O -21.033 8.327 18.636
O -14.792 2.225 5.777
O -23.640 2.278 10.519
O -15.582 -2.064 12.825
O -16.656 1.703 12.898
O -21.508 4.376 9.189
O -22.141 3.464 17.447
O -10.625 1.621 11.307
O -11.251 7.091 6.181
O -23.296 1.667 12.770
O -20.012 7.173 16.911
O -12.891 2.738 6.580
O -14.251 -0.459 13.841
O -17.164 4.129 18.554
O -14.761 3.733 7.536
O -19.918 9.379 8.146
O -17.880 9.893 9.027
O -26.898 5.802 9.975
O -23.696 9.753 13.487
O -16.424 3.495 11.350
O -12.667 1.165 10.346
O -18.763 8.367 12.060
O -12.251 3.180 11.245
O -23.836 9.798 15.587
O -17.555 3.795 13.213
O -14.879 8.242 16.005
O -13.326 6.670 5.361
O -16.465 6.967 17.070
O -20.628 2.105 16.670
O -22.579 1.140 17.435
O -21.184 -1.775 17.048
O -16.219 -0.776 14.493
O -20.302 6.195 18.799
O -20.071 4.732 10.891
O -26.409 5.774 12.088
C -18.075 5.545 7.606
C -21.151 0.078 11.704
C -17.606 -2.364 9.929
C -20.478 4.130 9.835
C -19.624 -3.036 14.104
C -17.555 8.488 12.332
C -21.894 2.117 17.144
C -23.603 9.302 16.971
C -16.680 1.102 4.803
C -10.561 6.852 4.899
C -21.658 -2.083 18.419
C -11.742 1.956 10.972
C -19.958 0.974 16.166
C -13.592 5.248 14.673
C -16.754 6.671 11.063
C -18.440 -3.817 14.625
C -15.950 3.715 18.010
C -21.221 4.835 20.503
C -26.866 6.274 8.639
C -13.368 -0.916 9.356
C -25.200 5.280 14.041
C -20.067 0.754 12.477
C -26.070 6.310 13.330
C -15.836 2.756 10.293
C -17.307 -2.690 8.494
C -23.483 9.211 12.231
C -16.427 7.755 18.270
C -12.598 7.025 6.244
C -18.772 9.070 8.463
C -24.855 3.042 10.625
C -18.752 6.896 7.391
C -21.041 5.488 11.678
C -24.402 3.496 18.529
C -15.580 7.264 16.139
C -18.219 2.077 19.397
C -18.239 11.267 9.341
C -18.237 3.213 18.441
C -11.525 4.190 11.834
C -17.123 11.797 13.528
C -13.624 4.225 18.223
C -17.873 10.505 13.482
C -15.623 -0.047 15.500
C -16.172 2.033 5.895
C -10.306 5.331 4.884
C -22.041 9.531 11.795
C -23.460 9.076 14.577
C -14.512 0.593 14.715
C -20.468 6.120 20.175
C -20.516 7.331 18.103
C -14.163 3.076 6.642
C -15.364 -1.122 13.595
C -11.848 3.157 7.442
C -23.479 4.021 17.426
C -18.574 1.317 8.520
C -14.729 6.139 14.205
C -19.751 2.263 8.469
C -26.282 6.511 10.940
C -18.145 3.682 14.470
C -12.411 -0.299 10.342
C -23.001 1.705 11.564
C -16.861 2.852 12.488
C -14.478 7.425 7.804
C -20.963 -2.736 16.143
C -20.089 8.231 15.928
C -18.596 5.027 14.954
H -11.314 4.052 7.124
H -23.897 10.007 17.749
H -14.982 6.534 7.429
H -21.034 4.578 21.546
H -17.318 5.336 6.849
H -19.419 0.543 17.010
H -19.171 8.818 15.943
H -18.712 0.559 9.291
H -9.696 5.092 5.756
H -18.111 10.176 14.494
H -13.070 3.657 18.971
H -20.309 7.854 14.930
H -20.706 1.807 8.730
H -20.811 -2.603 18.866
H -20.384 0.938 13.504
H -15.364 -0.655 16.366
H -18.611 -4.504 15.454
H -16.714 -2.121 10.506
H -17.312 5.874 11.553
H -17.039 7.310 19.054
H -19.673 1.635 11.971
H -14.383 7.136 13.930
H -20.656 5.902 12.610
H -20.734 -0.484 10.869
H -14.365 -0.537 9.584
H -16.716 -3.605 8.531
H -11.208 4.736 5.026
H -15.104 5.595 13.338
H -10.999 3.923 12.751
H -17.362 1.424 19.226
H -14.737 1.510 14.170
H -24.875 3.695 9.753
H -16.389 1.553 6.849
H -16.753 2.950 5.790
H -19.365 -2.392 13.263
H -18.290 2.939 17.387
H -22.545 9.299 17.232
H -26.948 6.282 13.975
H -21.740 -0.595 12.326
H -23.757 3.193 19.353
H -20.808 3.999 19.937
H -17.431 3.162 15.108
H -25.813 6.318 8.361
H -15.938 3.361 9.392
H -12.223 3.323 8.453
H -19.467 5.983 20.585
H -19.609 5.247 14.617
H -11.165 7.097 4.026
H -11.125 2.344 7.505
H -18.269 -1.499 9.910
H -16.220 1.763 10.059
H -16.169 11.739 14.052
H -18.544 0.795 7.564
H -18.115 2.510 20.392
H -17.720 12.572 14.009
H -19.171 0.162 12.662
H -12.543 -0.703 11.346
H -16.947 12.142 12.509
H -21.780 -1.306 19.174
H -18.488 5.145 16.032
H -13.477 -1.989 9.513
H -25.795 2.492 10.582
H -22.297 4.839 20.329
H -23.294 5.086 17.560
H -12.067 5.114 12.037
H -23.728 8.152 12.155
H -25.095 4.266 18.869
H -24.242 5.193 13.528
H -20.946 7.007 20.591
H -17.586 5.267 8.539
H -25.637 7.310 13.337
H -19.734 6.729 7.834
H -21.628 6.277 11.208
H -13.587 0.676 15.285
H -17.638 1.867 8.621
H -27.189 7.301 8.468
H -19.943 2.616 7.456
H -24.886 3.575 11.576
H -13.150 -0.679 8.315
H -16.355 1.565 3.871
H -20.929 8.866 16.210
H -9.613 7.388 4.866
H -23.813 3.853 16.402
H -18.995 3.006 14.561
H -13.545 3.485 17.427
H -14.001 4.254 14.854
H -19.245 11.558 9.037
H -11.421 -0.536 9.951
H -10.828 4.501 11.057
H -24.894 2.603 18.144
H -18.017 5.847 14.528
H -14.585 7.431 8.888
H -16.344 0.738 15.725
H -25.581 4.259 14.021
H -20.408 -3.719 13.776
H -17.339 7.051 10.226
H -27.456 5.723 7.907
H -19.126 1.475 19.336
H -18.749 10.629 12.846
H -16.292 0.102 4.998
H -20.692 0.313 15.703
H -15.795 6.332 10.670
H -19.163 3.777 18.556
H -15.406 7.820 18.646
H -13.236 5.607 15.639
H -25.225 5.686 15.052
H -22.492 -2.784 18.410
H -21.707 4.685 11.995
H -12.669 5.194 14.096
H -21.810 10.589 11.918
H -24.035 8.334 17.228
H -21.855 9.344 10.737
H -24.208 9.697 11.579
H -16.940 8.694 18.061
H -19.276 1.250 15.362
H -17.535 11.942 8.854
H -17.609 -3.169 14.904
H -14.951 8.355 7.491
H -18.747 4.688 7.558
H -17.768 1.063 4.760
H -18.200 11.356 10.426
H -18.233 -2.758 7.923
H -18.236 -4.542 13.836
H -21.302 8.858 12.229
H -12.998 5.096 18.031
H -9.738 4.870 4.076
H -18.814 7.195 6.345
H -14.762 2.590 10.386
```

Computed properties:
orbital gap: 10.677 eV


Density functional theory data (the ωB97M-V functional and the def2-TZVPD basis) for the molecule C3H5N3.

Structure (XYZ):
```
11
C3H5N3 the ωB97M-V functional and the def2-TZVPD basis
N 0.819 -1.169 -0.065
N -0.157 -0.186 -0.130
N 1.762 0.894 -0.021
C 1.934 -0.450 -0.006
C 0.460 1.007 -0.090
C -1.626 -0.303 0.027
H 2.952 -0.833 0.079
H -2.185 -0.508 -0.895
H -1.886 -1.059 0.768
H -2.004 0.658 0.407
H -0.069 1.947 -0.074
```

Computed properties:
orbital gap: 10.844 eV


Density functional theory data (the ωB97M-V functional and the def2-TZVPD basis) for a cluster of 2 separate species, C7H12N3O in total at a distorted geometry.

Structure (XYZ):
```
23
C7H12N3O the ωB97M-V functional and the def2-TZVPD basis
O -3.916 -0.221 -2.522
N 0.792 1.348 -1.100
N -3.278 0.482 -3.195
N -0.896 -0.404 -1.692
C 1.099 0.122 1.124
C -1.059 -0.620 -0.203
C -0.399 0.821 -1.996
C 0.275 -1.047 0.447
C -2.420 1.127 -3.663
C 2.515 -0.291 1.633
C 1.097 0.945 -0.058
H -1.091 1.593 -1.923
H -2.417 1.600 -4.634
H 2.619 -0.686 2.650
H 3.307 0.564 1.614
H -0.413 -1.246 -2.070
H 0.092 0.740 -2.917
H 0.436 0.649 1.894
H -1.536 0.384 0.045
H 3.174 -1.092 1.091
H 0.012 -1.834 1.257
H 0.754 -1.684 -0.348
H -1.727 -1.547 -0.122
```

Computed properties:
orbital gap: 8.696 eV
charge: +1


Density functional theory data (the ωB97M-V functional and the def2-TZVPD basis) for a structure of composition C44H56AsI2N4O4S2SiTl.

Structure (XYZ):
```
115
C44H56AsI2N4O4S2SiTl the ωB97M-V functional and the def2-TZVPD basis
Tl 0.848 0.163 0.864
I 6.156 1.695 1.035
I 6.423 1.211 7.064
As -3.144 1.473 1.708
S -0.220 2.494 -1.436
S 1.351 4.878 4.150
Si -0.005 1.072 -2.878
O 3.146 1.250 1.775
O -1.273 0.883 -3.951
O 0.151 -0.437 -2.186
O 1.272 1.270 -3.934
N -5.719 -8.310 0.899
N 0.894 3.874 1.808
N 1.320 -0.567 3.437
N 3.007 -2.160 1.721
C -0.230 5.101 3.471
C 2.872 3.008 -3.472
C -1.333 5.771 3.994
C -2.276 -4.190 1.494
C -5.017 2.096 1.542
C -4.067 -6.346 1.190
C -1.241 1.297 -6.298
C 3.962 0.917 5.288
C 3.413 1.007 -4.879
C -3.328 1.526 -4.914
C 2.327 -2.726 2.714
C -2.536 5.235 1.961
C 5.232 1.373 2.898
C -1.816 1.738 -4.947
C -1.508 3.223 -4.741
C 1.810 4.000 2.686
C -0.285 4.490 2.204
C -3.560 -4.159 2.069
C 2.488 -4.879 1.682
C 0.698 -2.711 -1.843
C 1.904 -1.828 3.859
C 3.222 -4.293 0.663
C 3.209 0.897 4.128
C -0.101 -1.743 -2.707
C -3.600 -0.176 2.681
C 2.650 1.507 -3.653
C -0.617 -2.133 1.707
C -2.794 -6.394 0.614
C -1.920 -5.339 0.764
C 3.807 1.167 2.842
C 5.328 1.166 5.258
C -2.481 5.830 3.224
C 5.983 1.385 4.053
C 0.351 -1.877 -4.166
C 1.726 0.623 4.192
C -1.379 -3.098 1.623
C 2.048 -4.089 2.730
C -4.439 -5.210 1.917
C 3.122 0.766 -2.403
C -4.982 -7.433 1.026
C -1.450 4.556 1.440
C -1.595 -2.054 -2.581
C 3.453 -2.927 0.732
C -3.092 0.670 -0.071
H -3.790 0.041 3.734
H 1.475 -4.517 3.543
H -3.946 0.004 -0.224
H -0.939 -5.373 0.309
H -5.398 2.448 2.502
H -3.704 1.781 -3.921
H -3.824 2.157 -5.657
H 0.455 -3.745 -2.106
H 2.624 1.167 -1.516
H 3.918 3.213 -3.227
H 2.883 -0.297 -2.479
H 0.462 -2.554 -0.788
H -1.447 4.075 0.470
H -1.785 3.535 -3.735
H -2.053 3.816 -5.480
H -1.584 0.291 -6.555
H 2.606 3.539 -4.391
H -0.152 1.288 -6.220
H 1.227 -2.396 4.509
H 1.429 0.550 5.250
H 7.049 1.562 4.016
H 1.194 1.474 3.754
H 4.020 -2.413 -0.041
H -3.353 6.344 3.613
H 4.200 0.889 -2.272
H -1.542 1.989 -7.091
H -3.452 5.302 1.385
H -3.086 1.457 -0.823
H 1.417 -1.650 -4.250
H -3.853 -3.283 2.632
H -5.429 -5.165 2.353
H 0.315 -0.652 3.350
H 2.806 -1.605 4.435
H -5.658 1.291 1.177
H -2.756 -0.863 2.609
H 3.295 -0.075 -4.981
H -4.484 -0.648 2.245
H 3.472 0.731 6.238
H -1.869 -2.110 -1.523
H -1.832 -3.008 -3.060
H -2.170 -1.258 -3.054
H 1.770 -2.551 -1.987
H -2.168 0.106 -0.193
H -1.290 6.238 4.971
H 4.478 1.245 -4.800
H -0.436 3.405 -4.850
H 3.589 -4.876 -0.172
H -2.509 -7.270 0.045
H 2.236 3.369 -2.661
H -0.201 -1.185 -4.800
H 2.252 -5.936 1.657
H 0.178 -2.900 -4.514
H 2.813 3.602 2.589
H 3.006 1.482 -5.774
H -5.058 2.926 0.832
H -3.568 0.479 -5.117
```

Computed properties:
orbital gap: 5.729 eV
charge: -2


Density functional theory data (the ωB97M-V functional and the def2-TZVPD basis) for the molecule C2H7N3OS at a distorted geometry.

Structure (XYZ):
```
14
C2H7N3OS the ωB97M-V functional and the def2-TZVPD basis
S 2.158 1.089 0.296
O -2.632 0.768 -0.461
N -0.540 -0.653 -0.556
N -1.558 1.219 0.243
N 0.610 0.844 0.933
C 0.481 -1.644 -0.495
C -0.454 0.377 0.178
H 0.974 -1.667 0.491
H 0.021 -2.631 -0.743
H 0.427 1.544 1.616
H 1.294 -1.502 -1.210
H -1.391 2.171 -0.009
H -2.316 0.028 -1.000
H 2.925 0.058 0.717
```

Computed properties:
orbital gap: 9.586 eV


Density functional theory data (the ωB97M-V functional and the def2-TZVPD basis) for a structure of composition C17H31BaN6O4PS at a distorted geometry.

Structure (XYZ):
```
61
C17H31BaN6O4PS the ωB97M-V functional and the def2-TZVPD basis
Ba 1.415 0.515 -0.407
S -1.162 0.088 0.313
P 1.800 0.618 2.951
O 1.830 1.226 1.564
O -1.074 0.727 1.633
O 3.112 0.197 3.524
O -0.765 0.993 -0.766
N -0.146 -1.110 0.357
N 0.156 2.828 3.096
N 3.970 0.660 -1.651
N 1.932 -2.030 3.190
N 1.601 2.854 -1.869
N 1.154 -1.663 -1.467
C 4.453 2.050 -1.468
C -0.676 -3.554 -2.344
C -3.403 -0.419 -1.179
C -4.850 -1.224 1.059
C -4.716 -0.836 -1.311
C 3.969 2.966 -2.594
C 2.518 2.771 -3.024
C 0.526 -3.369 -3.022
C 0.005 -1.847 -0.810
C 1.400 -2.417 -2.547
C -6.890 -1.654 -0.335
C 0.926 1.907 3.983
C -5.456 -1.239 -0.200
C -2.828 -0.417 0.081
C 0.859 -0.988 3.207
C -3.537 -0.821 1.206
C -0.943 -2.786 -1.230
H -7.534 -0.888 0.099
H 0.646 2.827 -2.218
H 1.711 3.776 -1.455
H 2.803 -1.453 3.460
H -0.305 3.580 3.604
H -7.175 -1.786 -1.376
H -1.386 -4.299 -2.677
H 2.064 -2.403 2.252
H 1.776 -2.802 3.834
H 4.088 2.403 -0.500
H 4.596 2.822 -3.476
H 2.357 -2.250 -3.028
H 1.702 2.481 4.491
H 2.379 1.790 -3.483
H 0.100 -1.197 2.472
H -1.852 -2.902 -0.658
H 0.779 -3.955 -3.893
H -7.078 -2.583 0.202
H -3.056 -0.799 2.174
H -5.175 -0.847 -2.290
H 0.414 -0.957 4.201
H 4.585 0.056 -1.111
H -5.419 -1.525 1.929
H -0.524 2.261 2.525
H 2.289 3.540 -3.767
H 0.271 1.470 4.732
H 4.109 3.999 -2.266
H -2.832 -0.083 -2.036
H 5.544 2.087 -1.458
H 0.798 3.208 2.398
H 4.145 0.405 -2.620
```

Computed properties:
orbital gap: 8.950 eV
charge: +2


E_HOMO
In order: -9.625; -10.275; -9.984; -13.284; -2.406; -8.958; -13.976
Unit: eV